91
Properties=species:S:1:pos:R:3:forces:R:3 method="wB97M-V/def2-TZVPD" gap_ev=7.935 e_homo_ev=-12.09 energy_ev=-110537.1702 e_above_lowest_ev=0.000 total_charge=+1
C 0.17684 -6.97051 0.46541 0.3 0.3 0.4
C -1.26307 -6.50156 0.45205 -0.9 -1.3 -0.2
O -2.14251 -7.23472 0.07950 0.6 0.8 0.3
O -1.57711 -5.19184 0.84374 0.6 -0.4 -0.7
C -1.78317 -4.45110 -0.37117 0.4 0.3 0.4
C -1.94352 -2.93850 -0.02218 0.5 -0.9 -1.1
C -0.62319 -2.27118 -0.34746 -1.6 -0.5 0.6
N -0.29865 -2.25514 -1.66627 0.1 -0.1 0.5
C 0.82379 -1.73192 -2.07867 2.7 1.1 0.9
C 1.77117 -1.16026 -1.13189 -0.8 0.1 -2.8
C 3.06898 -0.65965 -1.76268 -0.2 -1.1 0.6
I 3.42329 1.34840 -2.41472 -0.9 -0.7 0.7
C 4.03927 -1.56529 -1.94208 0.4 0.6 -0.2
C 5.38600 -1.30265 -2.57596 -0.1 -0.9 0.3
I 3.74473 -3.61075 -1.36243 0.2 0.5 -0.4
C 1.47447 -1.15188 0.20608 -0.7 -0.1 1.0
C 2.49275 -0.53870 1.16258 0.2 0.2 -0.4
Cl 1.75045 0.63365 2.30533 0.1 -0.2 -0.3
C 3.42250 -1.55932 1.85082 -0.5 -0.1 0.7
C 2.86792 -2.23338 3.11711 0.7 -0.1 0.4
Cl 4.95827 -0.68569 2.24872 -0.2 -0.1 -0.2
C 0.21932 -1.73084 0.58918 1.0 0.3 -0.1
Cl -0.28117 -1.80036 2.23402 0.1 -0.1 -0.1
H 0.73417 -6.63670 1.34772 -0.2 0.1 -0.1
H 0.19652 -8.06113 0.43285 -0.2 0.2 0.0
H 0.72188 -6.62183 -0.42330 -0.3 0.1 0.2
H -0.86705 -4.59988 -0.97212 -0.3 0.1 -0.1
H -2.61530 -4.83879 -0.96903 -0.1 0.0 0.4
H -2.70344 -2.57099 -0.72088 0.1 0.3 0.4
H -2.22766 -2.80624 1.01856 -0.1 0.0 -0.2
H -0.91498 -2.67975 -2.36067 0.0 0.2 0.0
H 1.05443 -1.75857 -3.13411 -0.2 0.0 0.1
H 5.35111 -1.68400 -3.60568 0.1 0.2 0.1
H 5.68289 -0.25380 -2.54540 -0.2 -0.2 0.0
H 6.14370 -1.88627 -2.04129 -0.1 0.1 -0.2
H 3.13803 0.08325 0.53449 -0.2 -0.1 0.1
H 3.69964 -2.35166 1.15322 0.0 0.4 -0.1
H 2.13828 -1.63755 3.66621 0.1 0.0 -0.3
H 2.48331 -3.23886 2.91179 -0.2 0.3 -0.1
H 3.71655 -2.37910 3.79642 -0.2 -0.1 -0.1
O -0.60494 -2.05531 -4.61151 0.0 0.2 0.3
H 0.05649 -1.68692 -5.21473 -0.1 -0.3 -0.3
H -1.44274 -1.76187 -4.98368 0.0 -0.1 0.0
O 7.31145 -0.45320 5.11685 -0.1 0.0 0.0
H 6.61244 -0.57569 5.76666 0.1 0.0 0.0
H 6.84451 -0.32621 4.28523 0.0 0.0 0.0
O 4.20579 1.96953 -5.78818 0.1 -0.1 0.0
H 3.57100 2.54968 -6.21914 -0.1 0.0 0.0
H 3.88600 1.92004 -4.87970 0.0 0.0 -0.3
O 6.60208 1.82210 -0.64043 -0.2 -0.1 0.0
H 5.96539 2.41091 -1.05987 0.1 0.0 0.0
H 6.29683 1.75604 0.27078 0.1 0.0 0.0
O -2.70525 0.71166 1.88438 0.2 0.0 -0.2
H -1.90851 0.28340 2.20979 0.0 0.1 0.0
H -2.89841 1.39586 2.54626 -0.2 -0.2 0.0
O 0.61338 -2.22814 -7.35534 0.0 0.0 0.0
H 1.29309 -2.84716 -7.64093 0.0 0.0 0.1
H 0.10530 -2.05294 -8.15414 0.0 0.1 0.0
O 2.44879 4.20315 -5.09478 -0.1 0.1 0.0
H 2.95525 4.76106 -4.49218 0.0 0.0 0.0
H 1.84026 4.81703 -5.52480 -0.1 -0.1 0.1
O -4.13251 2.02808 3.94148 -0.2 0.2 0.0
H -4.77956 2.57195 3.46584 0.1 0.3 0.1
H -4.46310 2.00703 4.84735 0.0 -0.3 0.0
O -5.10841 4.73874 3.25005 0.1 0.0 -0.5
H -5.48863 5.38965 2.64180 -0.4 -0.1 0.1
H -4.16689 4.94780 3.26229 0.0 0.0 0.3
O -4.22569 -2.34214 -2.37057 0.0 0.0 0.0
H -4.93447 -2.43351 -1.72376 0.0 0.0 0.0
H -4.68542 -2.21930 -3.20768 0.0 0.0 0.0
O -5.63794 0.08941 5.83238 0.0 0.1 -0.1
H -4.96640 -0.56220 5.60691 0.0 0.0 0.0
H -6.12296 0.21861 5.01045 0.0 0.0 0.0
O -3.51918 5.17117 5.50451 0.2 0.0 0.2
H -4.43745 5.40845 5.66973 0.0 0.0 -0.1
H -3.50821 4.21210 5.58435 0.1 0.0 0.0
O -7.33152 6.40267 2.07422 0.7 -0.3 -0.1
H -8.05672 6.32757 2.69658 -0.1 0.1 -0.1
H -7.76910 6.47985 1.22317 -0.1 0.1 0.0
O 4.26810 5.25416 -7.09042 0.0 -0.1 0.0
H 3.68017 4.68729 -6.57375 0.2 0.1 0.0
H 5.11050 4.78798 -7.08870 0.0 0.0 0.0
O -9.93246 7.11421 2.37697 -0.4 0.1 0.2
H -10.57388 7.65094 1.90036 0.1 0.0 -0.1
H -10.26708 7.09858 3.28052 0.0 0.0 0.0
O 1.97894 2.89897 5.12384 0.0 -0.1 0.0
H 2.83046 2.58862 5.44784 0.0 0.1 0.0
H 1.91150 2.52838 4.23890 0.0 0.1 0.0
O -0.43307 0.84763 -1.18329 0.0 0.7 -0.1
H -1.34235 1.08050 -0.96039 0.0 0.0 0.1
H -0.38431 -0.10113 -1.16929 -0.4 0.0 0.1

=====

81
Properties=species:S:1:pos:R:3:forces:R:3 method="wB97M-V/def2-TZVPD" gap_ev=7.378 e_homo_ev=-2.72 energy_ev=-46536.1680 e_above_lowest_ev=0.000 total_charge=-2
C -0.39006 0.58960 0.26756 1.0 -1.8 0.5
O -1.43532 0.07026 -0.19813 -2.2 -0.3 -0.7
O 0.35841 1.27392 -0.44887 1.2 2.3 -1.3
O 0.03196 0.20742 1.43198 -0.1 -0.1 1.4
C 0.54838 -2.44926 -4.04691 -0.1 0.3 0.5
C 1.30634 -1.93954 -2.79016 -1.2 -0.5 -0.3
C 2.81461 -2.22698 -2.83038 -0.5 -0.2 0.1
O 3.08591 -3.62976 -2.91862 -0.2 -0.2 -0.4
C 3.20777 -4.33274 -1.69717 0.8 0.5 -0.2
N 1.02631 -0.53099 -2.61736 0.3 0.7 0.2
H -0.51774 -2.27562 -3.88979 -0.1 0.0 0.3
H 0.66037 -3.52439 -4.18730 0.3 0.1 -0.2
H 0.76704 -1.87121 -4.94627 0.5 -0.1 -0.1
H 0.80218 -2.45831 -1.96924 0.5 -0.6 0.3
H 3.37224 -1.81945 -1.98544 -0.3 0.2 0.3
H 3.20500 -1.72810 -3.71875 0.1 -0.3 -0.2
H 3.51809 -5.35211 -1.92855 -0.4 -0.1 -0.2
H 2.32789 -4.32323 -1.05275 -0.2 0.1 -0.1
H 4.06589 -3.93240 -1.15051 -0.1 0.3 0.4
H 0.02797 -0.35796 -2.58714 -0.3 -0.2 -0.7
H 1.18233 -0.24749 -1.65578 0.7 0.2 0.2
C -4.02762 -0.59536 1.79078 0.0 -0.4 0.1
O -4.19485 -0.03883 0.51293 -0.6 0.0 -0.1
H -4.86097 -0.30372 2.43252 0.1 0.6 0.1
H -4.08723 -1.68703 1.79829 0.2 -0.2 -0.3
H -3.05633 -0.33319 2.21038 -0.2 0.1 0.3
H -3.32528 0.02639 0.09677 0.5 0.0 0.0
C 3.09624 -1.25512 0.94035 -0.6 1.7 0.2
O 2.21577 -1.48978 1.99352 -0.1 -1.3 0.8
H 3.81235 -2.06057 0.77896 -0.2 -0.1 -0.1
H 2.49484 -0.96881 0.07510 0.3 -0.5 -0.6
H 3.60254 -0.31861 1.18392 0.7 0.0 -0.1
H 1.38057 -1.04809 1.78499 -0.3 0.4 0.0
C -0.20047 0.05203 4.95997 -0.2 -0.1 -0.3
O -1.16092 -0.06308 3.91464 0.1 0.0 0.5
H -0.57652 -0.47454 5.83820 -0.1 0.1 0.1
H 0.73693 -0.40843 4.64632 0.1 0.0 0.1
H -0.01098 1.10179 5.18850 0.1 0.0 0.2
H -0.66162 0.08618 3.09348 -0.1 -0.1 -0.7
C 1.69546 2.93367 2.88698 -0.5 -0.3 -0.2
O 1.75709 1.51780 3.04301 0.8 1.1 0.5
H 1.94243 3.22217 1.86374 -0.1 0.1 -0.1
H 0.68108 3.26606 3.11827 -0.1 0.3 -0.2
H 2.35765 3.50240 3.54182 0.3 -0.5 0.3
H 1.16143 1.18412 2.35148 -0.3 -0.6 -0.4
C -1.25865 4.82546 -0.45395 -1.2 -1.0 0.2
O -0.19664 4.11178 0.10909 0.4 0.6 0.1
H -1.17782 4.87677 -1.54132 0.1 0.6 -0.1
H -2.18267 4.26682 -0.27604 -0.3 -0.1 -0.1
H -1.45296 5.76486 0.06410 0.7 0.3 -0.3
H -0.18134 3.25352 -0.33230 0.4 -0.6 0.2
C 3.88139 1.87000 -0.84172 -0.8 0.5 0.7
O 2.73590 2.56557 -1.32423 0.9 -0.3 -0.1
H 3.85170 0.79994 -1.04980 0.2 -0.1 -0.5
H 4.79102 2.35722 -1.19269 -0.1 -0.1 -0.3
H 3.90414 1.92238 0.24993 0.1 0.1 0.2
H 1.97513 2.10592 -0.93625 -0.6 0.0 0.0
C -2.77512 -2.59441 -1.61777 -0.9 -1.4 0.4
O -2.37627 -1.46448 -2.31649 0.1 0.0 -0.4
H -1.98269 -3.34184 -1.52273 0.4 0.1 0.4
H -3.22357 -2.35792 -0.65194 0.5 0.1 0.3
H -3.56791 -3.17440 -2.09900 -0.2 0.4 -0.7
H -1.84141 -1.00353 -1.65221 0.1 0.9 0.2
C -0.45940 -3.23196 1.04960 0.2 0.6 0.5
O -1.52628 -2.41815 1.41394 -1.2 -0.4 0.6
H 0.02069 -2.74683 0.19706 0.4 -0.6 -0.3
H 0.24708 -3.32365 1.87851 0.4 0.1 -0.1
H -0.82553 -4.24315 0.86627 -0.1 0.1 -0.5
H -1.27310 -1.48592 1.40455 0.3 0.2 -0.2
C -2.48307 2.86594 2.23682 1.3 -0.4 0.1
O -2.57954 2.40418 3.56282 -0.8 0.5 1.0
H -3.16975 3.68755 2.03209 -0.5 -0.4 0.0
H -1.48743 3.29400 2.10254 0.1 0.0 -0.3
H -2.56064 1.98491 1.59877 -0.4 0.5 -0.7
H -2.30796 1.48000 3.60135 0.3 -0.2 0.1
C -1.85789 2.06390 -3.63087 1.1 -1.1 -0.3
O -2.48145 2.21777 -2.40208 -0.7 1.0 0.4
H -2.22700 2.70020 -4.43535 -0.4 0.2 0.3
H -0.78270 2.23737 -3.53725 0.2 0.2 -0.2
H -1.96586 1.01083 -3.90564 0.0 -0.1 -0.6
H -1.93958 1.73021 -1.77314 0.0 -0.3 0.5

=====

85
Properties=species:S:1:pos:R:3:forces:R:3 method="wB97M-V/def2-TZVPD" gap_ev="2.674 / 8.416" e_homo_ev="1.38 / -4.38" energy_ev=-116067.9112 total_charge=-2 spin_multiplicity=2
As 0.74546 1.16670 0.81882 0.2 2.4 -0.4
F -0.24735 2.67833 1.08320 -0.4 0.9 0.0
F -0.73426 0.24375 1.07831 -1.7 -1.7 0.2
F 1.67634 -0.34858 0.56740 1.2 -2.3 -0.3
F 2.29761 2.12770 0.52530 0.8 0.7 -0.1
F 1.06364 1.12423 2.57059 0.5 -0.2 1.9
F 0.27735 1.20072 -0.93983 -0.3 -0.1 -2.0
O 3.55416 0.57927 -1.34999 0.6 -0.1 -1.1
H 2.88697 0.32549 -0.71227 -0.5 0.0 0.6
H 4.38409 0.46793 -0.88623 0.1 0.1 0.2
O 3.76194 0.25599 5.05032 0.4 0.2 0.6
H 4.34450 -0.14004 4.40223 -0.1 -0.1 -0.3
H 2.90751 0.28379 4.61974 -0.4 -0.1 -0.4
O 0.22411 4.32641 3.21067 0.0 0.9 0.6
H 0.39163 3.87993 2.38072 -0.2 -0.6 -0.6
H 0.77420 3.86737 3.84542 0.1 -0.3 0.1
O -0.56578 0.69379 4.75090 0.1 -0.3 1.3
H 0.05352 0.80715 4.02989 0.3 0.1 -0.6
H -1.40299 0.99475 4.39771 -0.2 0.1 -0.5
O 0.02138 2.02535 -4.24415 -0.3 0.2 -0.5
H 0.06063 1.53623 -3.42230 0.1 -0.1 0.7
H 0.77136 1.70894 -4.74778 0.2 0.0 0.0
O -2.44194 1.13932 2.75227 -1.1 0.4 0.9
H -1.93462 0.87030 1.98645 0.8 -0.1 -0.5
H -3.33706 0.86237 2.55655 -0.2 0.0 0.0
C 1.21426 4.36719 -1.96213 0.7 -0.2 -0.3
C 2.56431 4.32650 -2.72874 -3.3 -1.3 -0.2
C 3.06290 5.66212 -3.08109 1.2 1.4 0.1
O 3.49707 3.67354 -1.99029 2.5 -0.1 1.1
H 0.43189 4.77113 -2.60466 -0.1 0.3 0.2
H 1.37273 4.90584 -1.02787 -0.2 0.4 -0.1
H 0.90381 3.37185 -1.64429 0.1 -0.1 -0.2
H 2.40848 3.73035 -3.62786 -0.4 0.1 -0.6
H 3.44660 6.08545 -2.15283 0.2 0.2 0.1
H 2.38026 6.40513 -3.49347 -0.4 -0.4 -0.1
H 3.90276 5.57921 -3.77092 0.2 0.0 0.0
H 3.19354 2.84789 -1.60586 -0.4 -0.4 0.2
C 0.13761 -2.54247 3.22049 -2.5 0.2 1.0
C 1.54773 -2.63836 3.69678 -0.1 -1.0 -1.1
C 2.09786 -4.00144 3.39090 -0.1 -1.4 -0.2
O 2.34673 -1.71108 3.06681 1.6 1.4 0.5
H -0.15683 -2.13179 2.25470 1.0 0.3 -0.2
H -0.36342 -1.93178 3.97158 -0.4 0.4 -0.3
H -0.40897 -3.48492 3.25462 0.2 -0.4 0.2
H 1.56833 -2.47157 4.77374 0.2 0.2 0.1
H 2.96744 -4.25753 3.99616 0.2 0.0 -0.2
H 2.28549 -4.08282 2.32025 0.5 0.3 -0.1
H 1.35078 -4.78737 3.50173 -0.1 -0.1 0.6
H 2.07351 -1.52586 2.16534 -0.4 0.2 -0.4
C -4.42684 -2.16854 -2.03254 -0.6 -0.1 0.5
C -3.87096 -2.13235 -0.62036 2.7 -1.1 -0.6
C -2.31011 -1.96916 -0.61993 -1.6 -0.5 0.3
O -4.54993 -1.19468 0.15695 -0.6 1.1 0.3
H -4.01744 -2.95976 -2.66062 0.1 0.0 0.2
H -4.33857 -1.20945 -2.54286 0.0 -0.1 0.1
H -5.47371 -2.39469 -1.82995 -0.4 0.1 -0.8
H -4.16539 -3.04218 -0.09725 0.7 -0.9 -0.4
H -1.91147 -2.80525 -1.19450 0.0 0.0 -0.3
H -1.89376 -2.09949 0.37896 0.0 0.6 0.0
H -2.03543 -1.02810 -1.09643 0.2 0.0 0.3
H -5.38397 -1.66781 0.20298 -0.6 0.8 0.6
C -3.68469 1.61444 -2.75326 -0.4 0.7 -3.5
C -3.68619 1.66674 -1.32515 1.4 0.3 2.2
C -3.27783 2.95326 -0.69128 0.4 2.4 -0.2
O -4.97666 1.49763 -0.82700 -1.3 -1.4 0.3
H -4.46758 2.25658 -3.15677 0.0 0.7 0.0
H -3.98754 0.67636 -3.21845 0.4 -0.5 0.4
H -2.72816 1.91576 -3.18030 0.1 0.0 -0.1
H -2.97034 0.90169 -1.02458 -0.2 -0.4 0.8
H -2.25089 3.31707 -0.72481 0.3 -0.8 0.1
H -3.67101 3.08100 0.31728 0.4 -0.7 0.2
H -3.80085 3.76301 -1.20007 -0.4 0.2 -0.5
H -4.93285 0.60208 -0.48397 -0.6 -0.4 0.4
C 2.96065 -3.77509 -1.92762 -1.0 -0.7 0.3
C 1.63799 -4.24080 -1.25366 0.8 0.3 -0.1
C 1.91492 -5.55831 -0.48201 -0.3 0.3 1.0
O 1.16933 -3.16360 -0.44026 -0.1 -1.4 0.5
H 3.68744 -3.51078 -1.15950 0.0 0.0 0.0
H 2.77312 -2.90372 -2.55503 0.1 -0.1 -0.1
H 3.30782 -4.62664 -2.51280 0.4 0.2 -0.3
H 0.88608 -4.43138 -2.01943 -0.1 -0.2 -0.3
H 2.13072 -6.43838 -1.08780 0.5 0.5 -0.6
H 1.14042 -5.98582 0.15476 -0.8 0.7 0.0
H 2.71123 -5.40185 0.24567 0.4 0.0 -0.2
H 1.13518 -2.37420 -0.98550 0.1 0.4 0.1